Entry 1:
DFT (the ωB97M-V functional and the def2-TZVPD basis) results for 15 unconnected molecules or ions with the total composition C23H76N22O15.

Calculated values
* net charge: 0
* total energy: -88590.497 eV
* gap between HOMO and LUMO: 9.8494 eV
* E_LUMO: 0.0067 Ha

Positions of all 136 atoms, in Å:
C1 -15.823 -5.892 10.203
O1 -15.679 -6.099 11.408
N1 -16.555 -6.728 9.458
N2 -15.365 -4.825 9.593
H1 -17.374 -7.032 9.990
H2 -16.720 -6.572 8.482
H3 -14.826 -4.146 10.084
H4 -15.592 -4.732 8.650
C2 -12.946 -9.654 19.468
O2 -11.730 -9.940 19.469
N3 -13.954 -10.615 19.449
N4 -13.443 -8.344 19.379
H5 -14.927 -10.332 19.609
H6 -13.738 -11.558 19.595
H7 -12.920 -7.514 19.269
H8 -14.450 -8.178 19.415
C3 -13.649 -3.373 12.501
O3 -14.196 -3.230 11.429
N5 -13.955 -4.401 13.332
N6 -12.877 -2.469 13.210
H9 -13.168 -4.842 13.796
H10 -14.441 -5.055 12.721
H11 -12.591 -1.556 12.848
H12 -12.445 -2.743 14.093
C4 -10.169 -6.783 18.242
O4 -11.283 -6.813 17.777
N7 -9.130 -6.655 17.394
N8 -9.880 -6.892 19.541
H13 -8.365 -5.987 17.624
H14 -9.540 -6.546 16.473
H15 -8.955 -6.722 19.857
H16 -10.330 -7.600 20.099
C5 -10.823 -5.991 14.367
O5 -10.753 -4.775 14.671
N9 -9.761 -6.558 13.633
N10 -11.840 -6.868 14.611
H17 -9.781 -7.481 13.252
H18 -9.137 -5.849 13.196
H19 -11.505 -7.828 14.605
H20 -12.287 -6.643 15.463
C6 -14.411 -4.899 17.954
O6 -15.653 -4.705 18.097
N11 -13.914 -4.760 16.700
N12 -13.635 -5.282 18.964
H21 -12.950 -4.668 16.473
H22 -14.588 -4.771 15.952
H23 -12.707 -5.511 18.774
H24 -14.134 -5.341 19.891
C7 -13.368 -12.942 13.318
O7 -14.350 -13.386 12.672
N13 -13.540 -12.517 14.607
N14 -12.128 -12.810 12.799
H25 -14.457 -12.671 15.024
H26 -12.977 -11.797 15.023
H27 -12.118 -12.948 11.794
H28 -11.507 -12.066 13.086
C8 -11.253 -10.307 10.704
O8 -10.325 -10.159 9.866
N15 -12.454 -10.955 10.361
N16 -10.974 -9.806 12.002
H29 -13.401 -10.908 10.681
H30 -12.487 -11.302 9.399
H31 -11.587 -9.370 12.714
H32 -9.954 -9.554 12.024
C9 -17.840 -12.734 12.746
O9 -19.033 -12.518 12.727
N17 -17.339 -13.971 12.957
N18 -16.903 -11.732 12.741
H33 -16.394 -14.200 12.707
H34 -17.974 -14.746 12.851
H35 -17.334 -10.834 12.875
H36 -15.914 -11.915 12.751
C10 -18.299 -5.680 15.530
O10 -19.132 -6.601 15.445
N19 -17.427 -5.230 14.615
N20 -18.267 -4.859 16.637
H37 -17.350 -5.667 13.721
H38 -16.822 -4.442 14.742
H39 -18.761 -5.223 17.445
H40 -17.363 -4.585 17.010
C11 -10.434 -9.727 16.173
O11 -10.120 -9.049 15.148
N21 -9.630 -9.832 17.307
N22 -11.604 -10.503 16.210
H41 -10.139 -10.082 18.174
H42 -9.052 -9.019 17.399
H43 -11.763 -10.904 17.120
H44 -12.495 -10.111 15.857
C12 -17.842 -11.412 16.697
C13 -18.507 -10.302 15.946
C14 -19.979 -10.560 15.878
O12 -18.162 -9.100 16.601
H45 -18.270 -11.429 17.716
H46 -16.746 -11.343 16.654
H47 -17.961 -12.423 16.302
H48 -18.193 -10.317 14.922
H49 -20.241 -11.374 15.205
H50 -20.436 -9.766 15.314
H51 -20.623 -10.600 16.813
H52 -18.549 -8.290 16.224
C15 -17.941 -7.006 19.485
C16 -17.079 -8.258 19.555
C17 -17.917 -9.440 20.017
O13 -16.435 -8.543 18.381
H53 -18.325 -6.721 20.489
H54 -18.653 -7.116 18.677
H55 -17.346 -6.175 19.093
H56 -16.371 -8.035 20.354
H57 -18.528 -9.889 19.236
H58 -18.672 -9.239 20.807
H59 -17.244 -10.238 20.391
H60 -17.030 -8.891 17.678
C18 -15.492 -7.885 14.836
C19 -15.136 -9.343 14.800
C20 -14.456 -9.596 13.491
O14 -14.290 -9.891 15.901
H61 -16.392 -7.708 14.265
H62 -14.683 -7.397 14.299
H63 -15.478 -7.533 15.864
H64 -16.061 -9.957 14.779
H65 -14.608 -10.612 13.213
H66 -13.402 -9.316 13.544
H67 -14.832 -8.996 12.679
H68 -14.735 -9.611 16.743
C21 -21.636 -8.634 12.912
C22 -20.393 -8.774 12.142
C23 -19.728 -7.414 12.058
O15 -19.426 -9.654 12.768
H69 -22.039 -9.669 13.064
H70 -22.271 -7.957 12.382
H71 -21.497 -8.177 13.865
H72 -20.527 -9.149 11.144
H73 -20.499 -6.743 11.623
H74 -18.866 -7.371 11.396
H75 -19.412 -7.065 13.058
H76 -19.661 -10.610 12.671


Entry 2:
DFT (the ωB97M-V functional and the def2-TZVPD basis) results for a gas-phase ion, C6H13NO (charge -1).

Calculated values
* net charge: -1
* total energy: -9967.934 eV
* gap between HOMO and LUMO (spin up / spin down): 3.1592 / 7.1158 eV
* E_LUMO (spin up / spin down): 0.1436 / 0.1409 Ha
* multiplicity: 2

Positions of all 21 atoms, in Å:
C1 0.931 -0.118 -1.081
C2 0.105 -0.518 -2.334
C3 -1.093 -1.378 -2.036
O1 -2.051 -1.028 -1.315
C4 0.270 0.854 -0.108
N1 -0.322 0.155 1.085
C5 -0.944 1.194 1.917
C6 0.700 -0.505 1.886
H1 1.909 0.286 -1.387
H2 1.144 -1.081 -0.615
H3 -0.197 0.462 -2.790
H4 0.731 -1.107 -3.003
H5 -1.096 -2.364 -2.556
H6 -0.544 1.392 -0.584
H7 0.989 1.529 0.370
H8 -0.569 2.213 1.746
H9 -2.005 1.265 1.602
H10 -1.048 0.906 2.962
H11 1.461 -0.911 1.211
H12 0.327 -1.358 2.462
H13 1.304 0.113 2.566


Entry 3:
DFT (the ωB97M-V functional and the def2-TZVPD basis) results for a molecular structure, C28H26BrCdF3N3OPS2.

Calculated values
* net charge: 0
* total energy: -149697.828 eV
* gap between HOMO and LUMO: 7.9771 eV
* E_LUMO: 0.0193 Ha

Positions of all 66 atoms, in Å:
Cd1 0.285 0.014 0.291
F1 1.292 6.301 -1.390
C1 0.872 5.203 -0.728
F2 1.415 5.303 0.494
F3 -0.459 5.359 -0.577
C2 1.205 3.937 -1.456
C3 1.740 3.968 -2.727
C4 1.942 2.769 -3.405
C5 1.550 1.596 -2.783
N1 1.054 1.544 -1.557
C6 0.894 2.688 -0.860
S1 0.306 2.564 0.721
H1 1.986 4.917 -3.179
H2 2.372 2.746 -4.392
H3 1.640 0.645 -3.295
S2 -3.541 0.577 3.147
C7 -3.696 2.029 2.207
C8 -4.323 3.215 2.544
C9 -4.304 4.242 1.622
C10 -3.662 4.096 0.395
C11 -3.016 2.925 0.066
C12 -3.026 1.872 0.975
N2 -2.394 0.671 0.827
C13 -2.544 -0.095 1.850
C14 -1.882 -1.374 2.034
C15 -2.493 -2.378 2.788
C16 -1.821 -3.560 3.036
C17 -0.520 -3.712 2.583
C18 0.076 -2.717 1.824
C19 -0.593 -1.541 1.500
H4 -4.795 3.337 3.506
H5 -4.786 5.179 1.855
H6 -3.647 4.925 -0.296
H7 -2.483 2.819 -0.864
H8 -3.493 -2.224 3.175
H9 -2.299 -4.346 3.601
H10 0.038 -4.605 2.828
H11 1.100 -2.859 1.496
C20 -0.872 -5.839 -0.729
C21 0.161 -4.784 -0.944
C22 1.523 -5.078 -0.925
C23 2.444 -4.056 -1.056
C24 1.948 -2.767 -1.186
Br1 3.135 -1.284 -1.237
N3 0.669 -2.464 -1.253
C25 -0.202 -3.455 -1.135
H12 -0.612 -6.761 -1.246
H13 -1.845 -5.499 -1.074
H14 -0.945 -6.048 0.338
H15 1.860 -6.096 -0.789
H16 3.507 -4.229 -1.050
H17 -1.240 -3.164 -1.197
C26 4.329 1.149 3.286
P1 2.650 0.424 3.206
C27 1.487 1.710 3.777
C28 2.607 -0.918 4.455
O1 2.331 -0.093 1.856
H18 4.593 1.454 4.294
H19 4.360 2.009 2.620
H20 5.033 0.402 2.925
H21 1.766 2.101 4.750
H22 0.488 1.273 3.817
H23 1.479 2.512 3.039
H24 2.876 -0.571 5.448
H25 3.303 -1.691 4.133
H26 1.601 -1.334 4.468


Entry 4:
DFT (the ωB97M-V functional and the def2-TZVPD basis) results for 2 unconnected molecules or ions with the total composition C3H7ClNO.

Calculated values
* net charge: -1
* total energy: -19287.242 eV
* gap between HOMO and LUMO: 7.6465 eV
* E_LUMO: 0.1316 Ha

Positions of all 13 atoms, in Å:
Cl1 -3.250 -1.867 -0.874
C1 0.781 1.184 1.056
C2 -0.557 0.782 0.444
O1 -1.554 1.417 0.754
N1 -0.563 -0.244 -0.431
C3 0.604 -0.982 -0.855
H1 1.326 1.834 0.369
H2 1.411 0.328 1.296
H3 0.545 1.745 1.955
H4 -1.457 -0.668 -0.725
H5 0.694 -1.945 -0.343
H6 1.502 -0.384 -0.722
H7 0.518 -1.198 -1.922


Entry 5:
DFT (the ωB97M-V functional and the def2-TZVPD basis) results for C4H7NO in the gas phase.

Calculated values
* net charge: 0
* total energy: -7793.745 eV
* gap between HOMO and LUMO: 8.6312 eV
* E_LUMO: -0.0239 Ha

Positions of all 13 atoms, in Å:
C1 -1.168 -0.822 0.024
O1 -0.231 -1.570 0.485
C2 1.403 -0.474 0.273
C3 0.748 0.710 0.452
N1 -0.276 1.402 -1.151
C4 -0.666 0.790 0.013
H1 -2.029 -0.768 0.675
H2 -1.474 -1.081 -0.989
H3 2.202 -0.721 0.941
H4 1.484 -1.039 -0.619
H5 1.156 1.510 1.059
H6 0.259 0.755 -1.732
H7 -1.336 1.411 0.612


Entry 6:
DFT (the ωB97M-V functional and the def2-TZVPD basis) results for a molecular structure, C32H60CuN2O2P3.

Calculated values
* net charge: +1
* total energy: -113734.858 eV
* gap between HOMO and LUMO (spin up / spin down): 7.4085 / 5.1647 eV
* E_LUMO (spin up / spin down): -0.0581 / -0.1396 Ha
* multiplicity: 2

Positions of all 100 atoms, in Å:
C1 2.769 -1.837 0.270
C2 3.225 0.308 -0.593
C3 4.084 -2.248 0.041
C4 4.605 -0.026 -0.699
C5 5.021 -1.302 -0.384
H1 4.338 -3.282 0.251
H2 5.273 0.742 -1.076
H3 6.066 -1.582 -0.470
N1 2.370 -0.600 -0.011
P1 0.437 -1.919 1.814
P2 0.997 1.940 -1.213
C6 1.738 -2.813 0.841
H4 1.261 -3.350 0.009
H5 2.247 -3.578 1.438
C7 2.699 1.500 -1.127
H6 3.448 2.182 -1.552
C8 0.819 1.832 -3.158
C9 0.953 3.813 -0.710
C10 -1.172 -2.960 1.702
C11 1.233 -1.934 3.539
C12 -0.679 1.746 -3.465
H7 -1.236 2.618 -3.099
H8 -0.826 1.677 -4.555
H9 -1.113 0.854 -3.001
C13 1.462 3.025 -3.871
H10 0.970 3.978 -3.656
H11 2.530 3.093 -3.634
H12 1.387 2.858 -4.957
C14 1.549 0.587 -3.675
H13 1.404 0.514 -4.765
H14 2.627 0.647 -3.483
H15 1.170 -0.330 -3.213
C15 -0.365 4.410 -1.236
H16 -1.227 3.824 -0.885
H17 -0.468 5.434 -0.847
H18 -0.405 4.472 -2.329
C16 0.962 3.933 0.819
H19 0.097 3.450 1.279
H20 1.876 3.513 1.254
H21 0.933 5.002 1.084
C17 2.175 4.603 -1.187
H22 2.299 4.634 -2.271
H23 2.052 5.644 -0.851
H24 3.093 4.211 -0.738
C18 0.271 -1.289 4.551
H25 0.744 -1.340 5.543
H26 0.084 -0.235 4.317
H27 -0.692 -1.808 4.611
C19 2.526 -1.096 3.490
H28 3.282 -1.540 2.832
H29 2.334 -0.063 3.175
H30 2.945 -1.062 4.506
C20 1.592 -3.355 4.008
H31 2.260 -3.261 4.877
H32 0.712 -3.919 4.333
H33 2.128 -3.941 3.255
C21 -1.096 -3.851 0.460
H34 -0.334 -4.636 0.556
H35 -2.065 -4.357 0.322
H36 -0.899 -3.255 -0.439
C22 -2.344 -1.976 1.535
H37 -2.231 -1.364 0.632
H38 -3.279 -2.551 1.446
H39 -2.439 -1.300 2.396
C23 -1.426 -3.853 2.921
H40 -0.630 -4.595 3.059
H41 -1.573 -3.285 3.848
H42 -2.359 -4.413 2.739
Cu1 0.500 0.015 0.330
C24 0.001 1.063 1.783
O1 0.094 1.561 2.835
N2 -0.445 -0.849 -1.132
C25 -0.591 -1.293 -2.205
C26 -1.297 -2.019 -3.343
C27 -0.476 -1.917 -4.624
C28 -1.463 -3.492 -2.975
C29 -2.674 -1.377 -3.525
H43 -0.373 -0.875 -4.948
H44 0.525 -2.339 -4.469
H45 -0.964 -2.478 -5.437
H46 -2.152 -3.600 -2.126
H47 -1.884 -4.063 -3.816
H48 -0.492 -3.936 -2.720
H49 -3.244 -1.885 -4.318
H50 -3.250 -1.452 -2.590
H51 -2.585 -0.318 -3.797
C30 -4.677 1.707 1.122
P3 -3.118 2.115 1.907
C31 -2.967 3.908 2.004
C32 -3.212 1.443 3.580
O2 -1.934 1.530 1.136
H52 -5.499 2.231 1.621
H53 -4.851 0.627 1.189
H54 -4.648 2.001 0.066
H55 -3.874 4.339 2.448
H56 -2.104 4.172 2.632
H57 -2.824 4.331 1.000
H58 -3.546 0.397 3.542
H59 -2.228 1.494 4.063
H60 -3.935 2.026 4.163


Entry 7:
DFT (the ωB97M-V functional and the def2-TZVPD basis) results for C29H26Cl2N4O6 in the gas phase.

Calculated values
* net charge: 0
* total energy: -73786.015 eV
* gap between HOMO and LUMO: 9.0693 eV
* E_LUMO: 0.0198 Ha
* SMILES: NC(=O)[C@@H]1C[C@]2(CC(c3cccc(NC(=O)COc4ccc(Cl)cc4)c3)=NO2)CN1C(=O)COc1ccc(Cl)cc1

Positions of all 67 atoms, in Å:
N1 -4.029 -0.392 1.037
C1 -3.208 0.121 0.115
O1 -2.357 -0.524 -0.461
C2 -3.473 1.617 -0.186
C3 -2.765 2.074 -1.457
C4 -1.436 2.660 -0.956
C5 -0.297 1.643 -0.831
C6 0.692 2.210 -1.819
C7 1.940 1.558 -2.160
C8 2.735 2.016 -3.212
C9 3.875 1.320 -3.565
C10 4.243 0.170 -2.885
C11 3.469 -0.274 -1.820
N2 3.806 -1.456 -1.137
C12 3.595 -1.682 0.181
O2 3.346 -0.824 0.999
C13 3.699 -3.163 0.559
O3 3.324 -4.027 -0.490
C14 2.025 -3.986 -0.931
C15 1.693 -4.918 -1.914
C16 0.423 -4.947 -2.451
C17 -0.525 -4.035 -2.011
Cl1 -2.113 -4.059 -2.692
C18 -0.213 -3.105 -1.035
C19 1.061 -3.086 -0.492
C20 2.321 0.417 -1.460
N3 0.289 3.299 -2.346
O4 -0.938 3.654 -1.874
C21 -1.847 3.311 0.369
N4 -2.901 2.452 0.874
C22 -3.452 2.502 2.093
O5 -4.499 1.931 2.371
C23 -2.668 3.257 3.168
O6 -1.299 2.915 3.193
C24 -0.958 1.586 3.197
C25 -1.812 0.549 3.551
C26 -1.366 -0.761 3.492
C27 -0.074 -1.035 3.080
Cl2 0.462 -2.676 3.000
C28 0.795 -0.009 2.742
C29 0.349 1.296 2.805
H1 -3.883 -1.346 1.329
H2 -4.610 0.221 1.598
H3 -4.558 1.767 -0.224
H4 -2.611 1.245 -2.145
H5 -3.326 2.860 -1.962
H6 -0.615 0.637 -1.102
H7 0.120 1.609 0.178
H8 2.433 2.903 -3.743
H9 4.484 1.669 -4.386
H10 5.125 -0.381 -3.176
H11 4.161 -2.225 -1.691
H12 3.098 -3.334 1.460
H13 4.741 -3.411 0.784
H14 2.448 -5.614 -2.243
H15 0.168 -5.670 -3.209
H16 -0.952 -2.391 -0.706
H17 1.279 -2.362 0.277
H18 1.723 0.053 -0.643
H19 -1.015 3.398 1.066
H20 -2.243 4.314 0.162
H21 -3.151 3.060 4.133
H22 -2.695 4.334 2.976
H23 -2.820 0.742 3.879
H24 -2.028 -1.567 3.770
H25 1.802 -0.224 2.419
H26 1.012 2.111 2.558


Among the records above, which one has the highest net charge? C32H60CuN2O2P3


What is the net charge in the sixth record? +1


Please write out number 7 again, unchanged.
DFT (the ωB97M-V functional and the def2-TZVPD basis) results for C29H26Cl2N4O6 in the gas phase.

Calculated values
* net charge: 0
* total energy: -73786.015 eV
* gap between HOMO and LUMO: 9.0693 eV
* E_LUMO: 0.0198 Ha
* SMILES: NC(=O)[C@@H]1C[C@]2(CC(c3cccc(NC(=O)COc4ccc(Cl)cc4)c3)=NO2)CN1C(=O)COc1ccc(Cl)cc1

Positions of all 67 atoms, in Å:
N1 -4.029 -0.392 1.037
C1 -3.208 0.121 0.115
O1 -2.357 -0.524 -0.461
C2 -3.473 1.617 -0.186
C3 -2.765 2.074 -1.457
C4 -1.436 2.660 -0.956
C5 -0.297 1.643 -0.831
C6 0.692 2.210 -1.819
C7 1.940 1.558 -2.160
C8 2.735 2.016 -3.212
C9 3.875 1.320 -3.565
C10 4.243 0.170 -2.885
C11 3.469 -0.274 -1.820
N2 3.806 -1.456 -1.137
C12 3.595 -1.682 0.181
O2 3.346 -0.824 0.999
C13 3.699 -3.163 0.559
O3 3.324 -4.027 -0.490
C14 2.025 -3.986 -0.931
C15 1.693 -4.918 -1.914
C16 0.423 -4.947 -2.451
C17 -0.525 -4.035 -2.011
Cl1 -2.113 -4.059 -2.692
C18 -0.213 -3.105 -1.035
C19 1.061 -3.086 -0.492
C20 2.321 0.417 -1.460
N3 0.289 3.299 -2.346
O4 -0.938 3.654 -1.874
C21 -1.847 3.311 0.369
N4 -2.901 2.452 0.874
C22 -3.452 2.502 2.093
O5 -4.499 1.931 2.371
C23 -2.668 3.257 3.168
O6 -1.299 2.915 3.193
C24 -0.958 1.586 3.197
C25 -1.812 0.549 3.551
C26 -1.366 -0.761 3.492
C27 -0.074 -1.035 3.080
Cl2 0.462 -2.676 3.000
C28 0.795 -0.009 2.742
C29 0.349 1.296 2.805
H1 -3.883 -1.346 1.329
H2 -4.610 0.221 1.598
H3 -4.558 1.767 -0.224
H4 -2.611 1.245 -2.145
H5 -3.326 2.860 -1.962
H6 -0.615 0.637 -1.102
H7 0.120 1.609 0.178
H8 2.433 2.903 -3.743
H9 4.484 1.669 -4.386
H10 5.125 -0.381 -3.176
H11 4.161 -2.225 -1.691
H12 3.098 -3.334 1.460
H13 4.741 -3.411 0.784
H14 2.448 -5.614 -2.243
H15 0.168 -5.670 -3.209
H16 -0.952 -2.391 -0.706
H17 1.279 -2.362 0.277
H18 1.723 0.053 -0.643
H19 -1.015 3.398 1.066
H20 -2.243 4.314 0.162
H21 -3.151 3.060 4.133
H22 -2.695 4.334 2.976
H23 -2.820 0.742 3.879
H24 -2.028 -1.567 3.770
H25 1.802 -0.224 2.419
H26 1.012 2.111 2.558


The highest total energy belongs to which entry? C4H7NO